# 1
C40H40BaN6PS2SbSe4 | ωB97M-V with the def2-TZVPD basis set

Last column: Mulliken charge in e.
Geometry (Å):
Ba 0.30204 0.06946 -0.03124  1.7625
C 0.15489 3.90506 -1.90128  -0.7776
C -0.77157 3.56694 -0.72525  0.6300
C -0.11085 3.50178 0.66144  -1.1572
N -0.39342 2.24533 1.32982  -0.3359
C -0.22410 2.14962 2.61303  0.9384
C 0.36904 3.18521 3.41063  -0.9379
C 0.24221 3.49136 4.74379  -0.2555
C -0.46859 2.82911 5.74430  -0.5758
C -1.00496 1.55841 5.61519  -0.2550
C -0.93229 0.66972 4.55684  -0.5866
C -0.44603 0.80404 3.22954  -0.1743
N -0.21442 -0.20382 2.42130  0.0691
C 0.13527 -1.50576 2.94402  -0.9921
C 1.63894 -1.53322 3.26642  -0.3532
C 2.59657 -1.57092 2.06533  -1.0913
N 2.49691 -0.51565 1.07442  -0.1195
C 3.33697 0.48161 1.07442  1.2219
C 4.14802 0.83127 2.20462  -0.6171
C 5.36360 1.47051 2.29862  -0.5046
C 6.21004 1.90592 1.28338  -0.5246
C 5.89144 1.88297 -0.06842  -0.2778
C 4.68112 1.63834 -0.68447  -1.1059
C 3.38480 1.34038 -0.15407  0.3098
N 2.26771 1.62844 -0.76169  0.1469
C 2.32673 2.39593 -1.98576  -1.2872
C 0.95002 2.76002 -2.55057  -0.0844
H 0.84789 4.70029 -1.60150  0.2554
H -0.46426 4.33724 -2.69163  0.1255
H -1.28194 2.61480 -0.91693  -0.3237
H -1.57719 4.30640 -0.70571  -0.0131
H -0.44087 4.34175 1.28487  0.5605
H 0.97691 3.60984 0.54732  0.3561
H 0.99060 3.86505 2.84004  0.4072
H 0.75449 4.39830 5.05391  0.3254
H -0.55290 3.31848 6.70750  0.2886
H -1.50549 1.16731 6.49727  0.2972
H -1.32748 -0.31519 4.77864  0.1898
H -0.09047 -2.27202 2.19002  0.3875
H -0.41720 -1.77682 3.85070  0.3108
H 1.85831 -2.42792 3.86040  0.5019
H 1.85325 -0.66695 3.90040  0.2190
H 2.41618 -2.50687 1.52073  -0.1126
H 3.62134 -1.62310 2.45875  0.4858
H 3.72552 0.50205 3.14758  0.2820
H 5.73716 1.59494 3.31163  0.3390
H 7.19203 2.26947 1.56270  0.2938
H 6.69622 2.15004 -0.74832  0.3270
H 4.69071 1.75726 -1.76147  0.2748
H 2.84422 1.80622 -2.75661  0.5021
H 2.91277 3.31836 -1.85368  0.3866
H 0.32605 1.85781 -2.60624  -0.2026
H 1.11114 3.04245 -3.59461  0.4398
S -0.27564 -5.24612 -2.22831  -0.5524
P 1.44873 -4.28317 -2.13667  0.8840
S 1.49964 -2.30342 -1.95050  -0.6353
C 2.47445 -4.74773 -3.59147  0.3466
C 3.01401 -3.78527 -4.43426  -0.2913
C 3.77774 -4.16666 -5.53013  -0.6299
C 4.01386 -5.50931 -5.78082  -0.3692
C 3.47890 -6.47441 -4.93640  -0.5853
C 2.70780 -6.09586 -3.84951  -0.5431
C 2.48166 -4.96000 -0.77186  0.3297
C 3.68333 -4.32686 -0.46365  -0.6665
C 4.47818 -4.80228 0.56726  -0.5015
C 4.07474 -5.90991 1.30238  -0.4618
C 2.87604 -6.53935 1.00001  -0.5047
C 2.08062 -6.06688 -0.03634  -0.3009
H 2.82943 -2.74050 -4.21824  0.3307
H 4.18941 -3.40915 -6.18600  0.3761
H 4.61221 -5.80605 -6.63409  0.3459
H 3.65908 -7.52506 -5.13078  0.3551
H 2.26842 -6.84320 -3.19931  0.3406
H 3.97125 -3.43995 -1.01604  0.3368
H 5.40465 -4.29580 0.80901  0.4089
H 4.69049 -6.27353 2.11639  0.3654
H 2.55214 -7.39689 1.57794  0.3773
H 1.13480 -6.53767 -0.27639  0.3270
N -6.49538 -3.97665 -2.73997  -0.5253
C -5.55074 -3.40384 -2.42368  -0.0975
C -4.37847 -2.69504 -2.01406  0.7311
C -3.17994 -2.85354 -2.69770  -0.6910
C -2.07178 -2.15044 -2.25028  -0.8191
N -2.10662 -1.33644 -1.19832  0.5290
C -3.26047 -1.19689 -0.54289  -0.5501
C -4.42292 -1.84705 -0.90762  -0.7717
H -3.09603 -3.52143 -3.54237  0.5298
H -1.11186 -2.26826 -2.73649  0.6132
H -3.25495 -0.51956 0.30447  0.4411
H -5.34052 -1.69696 -0.35738  0.4709
Se -4.42858 5.21001 -1.78150  -0.6019
Sb -3.55617 3.94032 -3.60215  0.6053
Se -2.28745 4.85730 -5.40421  -0.6222
Se -4.99610 1.93092 -4.24157  -0.4325
Se -2.95436 1.52212 -3.04072  0.1399

Properties
HOMO energy   -2.65 eV
Relative energy (zero: lowest compared OMol25 entry of this formula, charge and spin)   0.155 eV
E_tot   -12886.20297 a.u.
Lowest unoccupied orbital energy   3.47 eV
Spin multiplicity   1
Kohn-Sham gap   6.120 eV
Total charge   -2

=====

# 2
C7H14OPRuS | ωB97M-V with the def2-TZVPD basis set

Last column: Mulliken charge in e.
Geometry (Å):
C -0.53221 0.03333 -2.69811  -0.8014
C -1.26138 1.26216 -2.42028  -0.4519
C -0.35773 2.35159 -2.26165  -0.4335
C 0.96722 1.83786 -2.27258  -0.3455
C 0.95734 0.40862 -2.56816  -0.5657
Ru 0.15489 -0.33995 -0.73445  0.6747
P 0.03581 -2.52527 -1.07604  -0.2473
H -0.88256 -0.88235 -3.17029  0.6806
H -2.35339 1.32586 -2.53117  0.3873
H -0.64142 3.41976 -2.15056  0.3942
H 1.76444 -0.21013 -2.97043  0.4768
H 1.89740 2.42742 -2.27188  0.3943
H 1.14902 -3.18481 -1.74656  0.0936
H -1.08581 -3.00293 -1.87174  0.1004
H -0.11683 -3.25886 0.18361  0.0913
C 0.42726 -1.27880 3.33014  -0.8047
S -0.49980 -0.20449 2.19863  0.0760
C -0.50064 1.31125 3.18454  -0.8574
O 0.62395 0.16614 1.11916  -0.5676
H -0.13609 -1.30126 4.26769  0.2860
H 1.42826 -0.85390 3.45658  0.2806
H 0.48832 -2.28646 2.90893  0.2642
H 0.52859 1.67273 3.24682  0.2786
H -1.13721 2.04788 2.68494  0.3027
H -0.91743 1.06462 4.16284  0.2936

Properties
HOMO energy (alpha / beta)   -3.55 / -8.33 eV
Relative energy (zero: lowest compared OMol25 entry of this formula, charge and spin)   0.490 eV
E_tot   -1184.47750 a.u.
Lowest unoccupied orbital energy (alpha / beta)   0.76 / -0.77 eV
Expectation value of S²   8.79
Spin multiplicity   6
Kohn-Sham gap (alpha / beta)   4.311 / 7.563 eV

=====

# 3
C13H18F6GaI3N2O5S3 | ωB97M-V with the def2-TZVPD basis set

Last column: Mulliken charge in e.
Geometry (Å):
Ga -1.31743 -0.17199 0.44920  -0.1033
F -3.66579 -2.29590 4.41952  -0.1811
C -4.40199 -2.50033 3.34616  0.7342
F -5.60856 -2.02350 3.52314  -0.1465
F -4.42417 -3.75368 2.99387  -0.1583
S -3.63859 -1.45085 1.92875  0.6379
O -3.41180 -2.18576 0.71118  -0.5244
O -4.52178 -0.29740 1.82405  -0.7615
N -2.17218 -0.85780 2.44843  -0.2841
S -1.08476 -2.08160 2.37147  0.8183
O -1.65169 -3.34410 2.69024  -0.4568
O -0.40763 -1.85966 1.04613  -0.4369
C 0.22152 -1.52986 3.59020  0.6833
F -0.27587 -1.54817 4.79724  -0.1629
F 0.53306 -0.27812 3.24186  -0.1929
F 1.27002 -2.30329 3.46084  -0.1672
C 3.69160 -2.38643 -1.62846  -1.5240
C 2.63089 -1.32111 -1.90287  0.3218
C 1.27860 -1.98876 -2.10796  -0.7843
S -0.15322 -0.97976 -2.48253  0.2575
O -0.42853 -0.20462 -1.17031  0.5999
C 0.46308 0.26218 -3.62030  -0.8926
C 1.23852 1.45333 -3.04053  0.4365
C 0.93762 2.72262 -3.83553  -1.5018
H 4.65931 -1.91743 -1.45980  0.4086
H 3.79147 -3.06209 -2.47795  0.3734
H 3.44649 -2.97870 -0.74599  0.3756
H 2.91384 -0.76368 -2.79514  0.2102
H 2.59089 -0.61269 -1.07121  -0.0819
H 0.97357 -2.56370 -1.22956  0.4137
H 1.31964 -2.68637 -2.95152  0.5964
H -0.42681 0.61542 -4.14368  0.4968
H 1.05333 -0.32884 -4.32689  0.5796
H 2.30957 1.26690 -3.07846  0.3096
H 0.95594 1.60115 -1.99551  -0.1837
H 1.17174 2.59442 -4.89230  0.3987
H 1.53072 3.55306 -3.45434  0.3869
H -0.11325 3.00882 -3.75532  0.2228
I -3.69692 0.83626 -0.12954  0.5087
I -2.62467 2.41057 -2.05102  -0.0537
I 3.65317 2.74126 0.89528  0.1926
C 1.62730 2.64825 1.31152  -0.6930
C 0.96463 3.65851 2.00182  -0.1745
C -0.40178 3.54780 2.21427  -1.1161
C -1.07055 2.43611 1.74958  0.0471
N -0.42489 1.45726 1.09613  0.6466
C 0.90173 1.55814 0.88248  -0.2463
H 1.50837 4.51932 2.36845  0.4809
H -0.94614 4.31940 2.73963  0.4834
H -2.13588 2.32480 1.89451  0.5083
H 1.36828 0.74059 0.35079  0.6983

Properties
HOMO energy   -15.03 eV
Relative energy (zero: lowest compared OMol25 entry of this formula, charge and spin)   0.569 eV
E_tot   -5602.93982 a.u.
Lowest unoccupied orbital energy   -7.33 eV
Spin multiplicity   1
Kohn-Sham gap   7.701 eV
Total charge   +2